Record 1
Molecular formula: C39H53N12O4PS3Tl
Method: DFT, the ωB97M-V functional and the def2-TZVPD basis

Atoms and positions in Å:
Tl 2.74337 -3.30977 1.59313
O 3.95229 -3.23519 -0.50846
N 5.14770 -3.94077 -0.27268
C 5.15277 -5.25853 -0.56037
C 6.30281 -5.98535 -0.19691
C 7.52242 -5.26029 -0.17608
C 7.40464 -3.95255 0.35556
C 6.12143 -3.40142 0.60953
S 5.56402 -2.34392 1.80888
H 4.19010 -5.60355 -0.88925
H 6.33848 -7.08039 -0.22323
H 8.52487 -5.64553 -0.45758
H 8.31505 -3.37638 0.49534
C -0.87466 -1.89308 4.68247
C -1.08946 -3.34148 4.39002
N -0.28137 -4.17933 3.79044
C -0.89934 -5.41465 3.62444
C -2.20791 -5.30607 4.01917
N -2.36939 -4.06695 4.60306
C -3.34116 -3.76586 5.71775
N -4.31823 -2.81752 5.26838
N -4.62194 -1.88800 6.23356
N -5.67489 -1.23833 5.89567
C -6.27551 -1.86072 4.79674
C -7.18150 -1.28951 3.90039
C -7.27120 -1.73853 2.61463
C -6.41827 -2.79228 2.15664
C -5.40342 -3.30889 2.94857
C -5.35819 -2.82546 4.30015
H -1.27297 -1.48800 5.64124
H -1.08651 -1.19618 3.83859
H 0.24088 -1.84852 4.77271
H -0.43831 -6.29653 3.14753
H -3.01826 -5.90429 3.71580
H -2.77509 -3.34142 6.59752
H -3.84389 -4.69073 6.11526
H -7.64799 -0.33172 4.13704
H -8.00017 -1.32268 1.95804
H -6.49554 -3.18606 1.10325
H -4.68132 -4.07792 2.61764
C 5.49970 5.32088 5.88364
N 4.93598 5.35661 4.55550
C 4.47638 6.68396 4.16330
N 3.59023 7.26891 5.18932
C 4.19051 7.32072 6.45286
N 4.65874 5.99420 6.96247
C 3.49479 5.11964 7.08722
P 2.49139 4.87000 5.46072
C 3.89806 4.42081 4.36876
C 2.30151 6.62807 5.18997
H 6.47320 5.77444 5.85487
H 5.68712 4.26557 6.13068
H 3.95900 6.68549 3.19512
H 5.34516 7.32793 4.02330
H 3.46615 7.72216 7.12996
H 5.07180 8.00495 6.44367
H 2.85462 5.43423 7.97154
H 3.80523 4.19619 7.53926
H 3.68385 4.34427 3.29012
H 4.22680 3.36716 4.67253
H 1.68151 7.08380 5.98863
H 1.79106 6.90641 4.23250
O 2.46823 9.28556 -7.83226
C 1.35007 8.84634 -7.30565
O 0.22405 8.97175 -7.84296
C 1.40781 7.99213 -6.07390
C 2.46797 8.02468 -5.20286
C 2.40811 7.11693 -4.18148
C 1.30564 6.40853 -3.87983
S 1.61778 5.21881 -2.63087
C 0.09898 6.58810 -4.61253
C 0.18100 7.34977 -5.73706
H 3.19733 9.31744 -7.17216
H 3.31314 8.76944 -5.18919
H 3.25032 7.01794 -3.53488
H -0.86014 6.22043 -4.21799
H -0.64536 7.43004 -6.42693
C -3.73803 -1.02737 -4.95621
N -4.64107 0.09939 -5.17169
C -4.01291 1.19839 -5.94234
C -5.26437 0.72169 -4.02021
S -4.29918 0.93574 -2.64599
N -6.57952 0.94748 -4.06089
C -7.20664 1.77025 -3.06704
C -7.41550 0.26731 -5.04820
H -3.34191 -1.37262 -5.94238
H -4.20692 -1.82974 -4.41402
H -2.86636 -0.67913 -4.38528
H -3.10684 1.54566 -5.43295
H -4.69601 2.10466 -6.06139
H -3.82739 0.81820 -6.97246
H -6.45857 2.48738 -2.69553
H -7.53012 1.14771 -2.23295
H -8.13857 2.29372 -3.48622
H -6.81503 -0.39218 -5.65846
H -7.87713 1.04274 -5.67582
H -8.31530 -0.21403 -4.57603
O 2.70928 5.88562 -1.62033
C 1.19321 -7.73345 -2.61785
C 1.53656 -8.15179 -4.06650
C 2.87379 -7.69427 -4.62940
C 1.17880 -9.65157 -4.40971
C 0.58485 -7.30343 -4.83131
N -0.08951 -6.45230 -5.26063
H 1.63334 -8.33018 -1.82756
H 0.13445 -7.72598 -2.37926
H 1.49164 -6.74418 -2.38383
H 3.68477 -8.43911 -4.52315
H 3.18079 -6.80155 -4.01127
H 2.76858 -7.36531 -5.67031
H 1.87876 -10.36776 -3.93135
H 1.33182 -9.86592 -5.45476
H 0.20413 -9.97403 -4.04671

Properties
⟨S²⟩ = 0.753
ΔE to the lowest compared entry with this formula, charge and spin = 41.0 kcal/mol
charge = -2
spin multiplicity = 2

---

Record 2
Molecular formula: C3H2Cl4
Method: DFT, the ωB97M-V functional and the def2-TZVPD basis

Atoms and positions in Å:
C 0.76628 0.06763 -0.12013
C -0.19412 -0.65447 0.20384
C -0.37296 2.67211 0.56199
Cl -0.74994 -2.21243 -0.47383
Cl 0.46346 4.17301 0.58386
Cl -1.30237 2.38409 -0.86399
Cl -1.07790 2.24737 2.03223
H 1.43109 0.71824 -0.70254
H -0.99354 -0.22949 0.93057

Properties
ΔE to the lowest compared entry with this formula, charge and spin = 89.6 kcal/mol
charge = 0
spin multiplicity = 1

---

Record 3
Molecular formula: C23H34N5O2Pt
Method: DFT, the ωB97M-V functional and the def2-TZVPD basis

Atoms and positions in Å:
Pt 0.28743 0.32300 -0.45377
C 2.72525 1.54865 -1.96059
N 1.26558 1.74450 -2.10502
C 0.97681 3.18728 -1.91742
C -0.49689 3.51563 -1.74720
C -1.11155 2.99978 -0.45404
N -1.46101 1.56642 -0.53386
C -2.70167 1.27040 -0.55566
C -3.33287 -0.04868 -0.63057
C -4.69020 -0.06784 -0.81894
C -5.40369 -1.27921 -0.95823
C -4.73841 -2.51043 -0.89901
C -3.38705 -2.53911 -0.68949
C -2.62437 -1.31869 -0.52366
O -1.39917 -1.39531 -0.28683
C 0.80770 1.32162 -3.46920
C -0.03537 0.05532 -3.52895
C 0.69025 -1.21639 -3.15204
N 1.17171 -1.19075 -1.74722
C 1.88786 -2.17610 -1.38194
C 2.63276 -2.28934 -0.12946
C 3.38450 -3.41876 0.07337
C 4.22155 -3.54715 1.19573
C 4.33321 -2.50067 2.13355
C 3.61217 -1.35688 1.96226
C 2.71824 -1.20808 0.83768
O 2.06997 -0.13268 0.71736
H 3.26937 2.21559 -2.63533
H 2.98966 0.52294 -2.20500
H 3.02420 1.76025 -0.93626
H 1.36990 3.73224 -2.78213
H 1.53777 3.53082 -1.04585
H -1.08562 3.16144 -2.59681
H -0.58765 4.60302 -1.74675
H -2.00129 3.57529 -0.19292
H -0.39082 3.11343 0.35917
H -3.41164 2.10015 -0.53184
H -5.23415 0.86772 -0.88037
H -6.47238 -1.24996 -1.12345
H -5.29620 -3.42949 -1.01774
H -2.83724 -3.46877 -0.62563
H 1.68799 1.22689 -4.11012
H 0.20969 2.12839 -3.88865
H -0.38388 -0.05904 -4.55746
H -0.92958 0.17576 -2.91196
H 1.56329 -1.34544 -3.79604
H 0.04768 -2.08721 -3.29390
H 2.04444 -2.99575 -2.08650
H 3.34917 -4.22125 -0.65361
H 4.80207 -4.45067 1.32728
H 5.00373 -2.60768 2.97557
H 3.70025 -0.51805 2.64080
N -0.74875 0.78310 5.84629
C -0.41018 -0.34244 4.88694
C -0.92181 -0.08539 3.47079
N -0.18426 0.85838 2.64065
H -0.43168 0.57034 6.79591
H -1.75805 0.94012 5.89802
H -0.30987 1.66493 5.57487
H -0.85935 -1.24036 5.30758
H 0.67283 -0.45039 4.91402
H -1.96684 0.23357 3.51185
H -0.92618 -1.05779 2.97472
H 0.81397 0.68220 2.62526
H -0.34132 1.82665 2.89175

Properties
⟨S²⟩ = 6.089
calculated total energy = -39167.00593 eV
charge = +3
spin multiplicity = 5

---

Record 4
Molecular formula: C5H13NO
Method: DFT, the ωB97M-V functional and the def2-TZVPD basis

Atoms and positions in Å:
C 0.92971 -2.17627 -0.93706
C 0.50141 -1.14113 0.11456
N 0.11494 0.16879 -0.48650
C 1.27043 0.80624 -1.11232
C -0.42268 1.03975 0.56925
C -1.82563 0.65408 0.99424
O -2.35107 1.51455 2.00918
H 0.16699 -2.38479 -1.64180
H 1.80846 -1.76169 -1.50613
H 1.16533 -3.05593 -0.41915
H -0.42871 -1.55641 0.63903
H 1.30685 -0.99291 0.85324
H 1.72666 0.19367 -1.91135
H 2.09142 1.03896 -0.37202
H 0.90822 1.72537 -1.57648
H -0.45049 2.02813 0.15590
H 0.20553 1.07106 1.45270
H -2.49455 0.73111 0.11247
H -1.82481 -0.32291 1.43955
H -2.39801 2.42035 1.62269

Properties
SMILES = CCN(C)CCO
ΔE to the lowest compared entry with this formula, charge and spin = 34.3 kcal/mol
charge = 0
spin multiplicity = 1

---

Record 5
Molecular formula: C39H112N12O20
Method: DFT, the ωB97M-V functional and the def2-TZVPD basis

Atoms and positions in Å:
C 1.00812 2.13568 6.30264
O 0.19875 2.95193 5.92073
N 1.38183 1.00812 5.59418
N 1.44573 2.10773 7.61449
H 1.17798 1.00480 4.60935
H 2.30953 0.66367 5.79361
H 1.16949 2.88539 8.18023
H 2.18514 1.47387 7.85555
C -0.73862 -2.62359 6.82980
O 0.35114 -2.61833 7.38723
N -1.49795 -3.75370 6.65499
N -1.30798 -1.53737 6.21136
H -2.37187 -3.65581 6.15945
H -1.19465 -4.59979 7.09413
H -0.96128 -0.62125 6.41859
H -2.18136 -1.80497 5.78934
C 6.32237 4.63899 1.01925
O 7.10011 4.90898 1.92858
N 5.67689 5.55727 0.25994
N 5.92154 3.33773 0.77733
H 5.87412 6.53519 0.35303
H 5.09119 5.22775 -0.51265
H 5.52514 3.14675 -0.12804
H 6.46218 2.60013 1.18915
C -5.01694 2.68761 -4.44135
O -4.85063 3.01071 -3.06592
C -4.87524 1.83527 -2.31246
C -4.26330 2.02469 -0.97082
N -2.86567 2.47041 -1.10367
C -2.41566 3.14621 0.10354
C -1.14537 3.92444 -0.13276
O -1.44684 4.94331 -1.07740
C -0.38427 5.85522 -1.16644
H -4.13699 2.12784 -4.76402
H -5.22795 3.59583 -4.99623
H -5.88337 2.01904 -4.52998
H -4.41321 0.96614 -2.81005
H -5.89917 1.42357 -2.24251
H -4.16199 1.03153 -0.51612
H -4.91324 2.62614 -0.33045
H -2.78945 3.09345 -1.90310
H -2.24356 2.35751 0.85154
H -3.10520 3.81057 0.64229
H -0.36337 3.24247 -0.49412
H -0.83136 4.44336 0.77875
H -0.28999 6.44562 -0.24692
H -0.53707 6.55024 -1.98799
H 0.57203 5.35987 -1.36239
C 1.18475 -7.04493 1.73103
O 1.06729 -6.02709 0.75391
C -0.13622 -5.31900 0.70766
C -0.05857 -4.34551 -0.49117
N 0.09993 -5.16382 -1.70540
C -1.09494 -5.35390 -2.50150
C -2.26703 -6.10369 -1.82207
O -3.09094 -5.17553 -1.13734
C -4.44615 -5.45967 -1.19116
H 1.92632 -7.72128 1.30560
H 0.22897 -7.51621 1.96192
H 1.64291 -6.64890 2.64367
H -0.34430 -4.76486 1.63427
H -0.97535 -6.01801 0.57737
H 0.87287 -3.82519 -0.24291
H -0.92330 -3.68963 -0.54265
H 0.35643 -6.09740 -1.40675
H -0.86894 -5.95082 -3.38748
H -1.60659 -4.46099 -2.86823
H -2.04423 -7.01579 -1.26531
H -2.87821 -6.39746 -2.69673
H -4.80158 -5.40992 -2.23662
H -5.10755 -4.86562 -0.56223
H -4.77116 -6.48812 -0.94379
C 2.78981 2.22743 2.00318
O 1.97954 1.14207 2.36525
C 0.66069 0.97498 1.89706
C 0.24707 -0.38711 2.44156
N -1.12725 -0.69202 2.12135
C -1.42337 -2.06545 2.46397
C -2.65934 -2.56492 1.74654
O -3.82609 -1.96845 2.29410
C -4.78641 -1.56264 1.34229
H 3.17502 2.08769 0.98553
H 3.55459 2.30688 2.76814
H 2.22349 3.16956 1.96273
H 0.64546 1.10806 0.80424
H -0.00955 1.76476 2.28006
H 0.54199 -0.39996 3.48891
H 0.97444 -1.06717 1.95764
H -1.36947 -0.41859 1.16991
H -1.57302 -2.19803 3.54157
H -0.55908 -2.69424 2.20903
H -2.70482 -3.65777 1.84430
H -2.50262 -2.37411 0.68134
H -4.73667 -2.14566 0.42046
H -4.68911 -0.48828 1.16541
H -5.81745 -1.70362 1.68397
C -3.23069 -0.15577 -5.99495
O -4.23728 -0.76756 -5.18811
C -3.65675 -1.41480 -4.07533
C -4.74785 -1.80390 -3.09417
N -5.52545 -2.86633 -3.75267
C -6.78996 -3.18598 -3.08932
C -7.49052 -4.22980 -3.94086
O -7.85318 -3.62800 -5.16782
C -8.94419 -4.28953 -5.75690
H -3.78775 0.41899 -6.72870
H -2.60050 -0.92694 -6.44756
H -2.59129 0.47933 -5.37301
H -3.01184 -0.70177 -3.54459
H -3.19020 -2.35491 -4.37973
H -5.42425 -1.00456 -2.76239
H -4.36547 -2.28831 -2.18817
H -5.79158 -2.57593 -4.69030
H -7.46759 -2.32138 -2.98186
H -6.53991 -3.50730 -2.07409
H -8.35577 -4.59303 -3.37799
H -6.75417 -5.00694 -4.16772
H -8.88707 -5.38343 -5.76777
H -9.06120 -3.99439 -6.79965
H -9.86162 -3.99921 -5.22875
C 3.01704 3.60195 -1.72365
O 3.90869 4.69844 -1.66639
C 3.29900 5.96942 -1.81129
C 2.68771 6.26648 -3.17666
N 1.77966 7.41621 -3.04326
C 1.03795 7.60389 -4.31884
C 1.80773 8.32585 -5.39238
O 1.92763 9.69036 -5.12806
C 2.49373 10.42553 -6.17369
H 3.60558 2.70631 -1.89688
H 2.32103 3.71919 -2.56115
H 2.37056 3.54484 -0.84199
H 4.03885 6.74514 -1.59417
H 2.56217 6.11317 -1.01040
H 2.07131 5.43036 -3.50106
H 3.51589 6.48130 -3.86074
H 2.31230 8.28015 -2.97082
H 0.12607 8.14845 -4.06390
H 0.71482 6.64562 -4.72729
H 1.25174 8.16747 -6.33938
H 2.75536 7.83619 -5.67475
H 2.11308 10.17084 -7.16917
H 3.57947 10.24524 -6.21862
H 2.35710 11.48631 -5.98277
C 9.15537 -4.18999 4.01056
O 8.08218 -3.93840 3.15221
C 7.04826 -3.19713 3.76371
C 5.91846 -3.01791 2.75122
N 6.14233 -1.90939 1.83394
C 4.91065 -1.29851 1.35389
C 4.36845 -2.04763 0.15103
O 3.72048 -3.24129 0.56424
C 3.94601 -4.31303 -0.27712
H 8.86803 -4.46862 5.03327
H 9.76156 -3.28112 4.17352
H 9.82006 -4.93453 3.58197
H 7.40036 -2.21028 4.09584
H 6.63885 -3.77945 4.59673
H 5.01410 -2.89212 3.36957
H 5.78316 -3.95658 2.21434
H 6.73167 -1.21128 2.26803
H 5.07104 -0.26494 1.02919
H 4.10029 -1.21608 2.09265
H 5.16868 -2.26519 -0.56195
H 3.64848 -1.40888 -0.38521
H 5.01143 -4.60241 -0.36718
H 3.53341 -4.29934 -1.29041
H 3.62454 -5.26880 0.15422
O 6.40581 3.57465 4.44566
H 6.04228 2.71919 4.19299
H 6.45199 4.09018 3.62479
O -2.63707 0.51359 4.25414
H -1.93919 0.36747 3.58692
H -3.33719 -0.08453 3.97784
O 5.26387 0.73794 4.01706
H 5.93860 0.80299 3.33413
H 5.46588 -0.08405 4.47555
O -3.72824 -2.74107 4.93492
H -4.40457 -3.42295 4.97278
H -3.72854 -2.42091 4.01449
O -1.79893 -0.14026 -0.61420
H -2.02317 0.76225 -0.92692
H -1.35975 -0.56922 -1.35488

Properties
calculated total energy = -101084.96692 eV
charge = 0
spin multiplicity = 1

---

Record 6
Molecular formula: C20H34Br2N6O2PRuS
Method: DFT, the ωB97M-V functional and the def2-TZVPD basis

Atoms and positions in Å:
Ru 0.10145 -1.15557 0.74450
Br 4.60408 -2.46411 -1.16861
C 3.06987 -3.49358 -1.07454
C 3.06877 -4.80787 -1.49080
C 1.91157 -5.57342 -1.42314
Br 1.97656 -7.31521 -2.02009
C 0.67682 -5.03706 -0.89759
C -0.52594 -5.75437 -0.76439
C -1.63176 -5.13118 -0.23804
C -1.54186 -3.79961 0.15478
N -0.41325 -3.10088 0.04403
C 0.68462 -3.71685 -0.47492
C 1.87773 -2.89979 -0.56157
O 1.81691 -1.67739 -0.17952
H 3.98294 -5.24209 -1.87384
H -0.57769 -6.78939 -1.08101
H -2.57078 -5.65901 -0.12453
H -2.40034 -3.28337 0.55833
C -3.18372 1.37085 -1.77523
N -2.00215 2.21152 -1.99534
C -2.17979 3.27745 -2.98640
P -0.47979 1.68677 -1.53696
O -0.59647 0.73422 -0.38147
N 0.19598 0.95298 -2.86635
C 0.63281 1.72757 -4.03441
C 0.07505 -0.48400 -3.10274
N 0.37689 3.03699 -1.33477
C -0.18847 4.20948 -0.63461
C 1.85387 2.96617 -1.36350
H -3.56591 0.99314 -2.72792
H -3.97321 1.97817 -1.32258
H -2.95214 0.54569 -1.11341
H -2.35636 2.85361 -3.97991
H -1.31368 3.93037 -3.02158
H -3.05841 3.86608 -2.72289
H 0.72682 2.78068 -3.79022
H -0.07314 1.60809 -4.86073
H 1.60252 1.35765 -4.37028
H -0.34507 -0.98031 -2.24467
H 1.06599 -0.89889 -3.30634
H -0.55654 -0.67636 -3.97272
H -1.26696 4.12358 -0.52828
H 0.03260 5.12395 -1.18444
H 0.24581 4.29813 0.36335
H 2.20234 1.94955 -1.55075
H 2.25389 3.28628 -0.39977
H 2.26233 3.62033 -2.13584
C 2.53034 1.87376 5.43722
C 1.92409 2.46999 4.17446
N 0.53083 2.00370 3.95823
C 0.11447 1.04808 3.15644
S 1.28364 0.19359 2.17952
N -1.19539 0.78815 3.12346
C -1.88814 -0.36701 2.56567
C -2.26463 -1.40432 3.60197
H 3.51818 2.30623 5.60508
H 2.63975 0.78883 5.35051
H 1.91689 2.09742 6.31465
H 2.50913 2.21424 3.29996
H 1.88105 3.55414 4.23728
H -0.14519 2.40020 4.59836
H -1.78685 1.34877 3.72118
H -1.25478 -0.87173 1.82634
H -2.74532 -0.01863 2.00273
H -1.38646 -1.75550 4.14364
H -2.76513 -2.25685 3.14019
H -2.96125 -0.96205 4.31485

Properties
⟨S²⟩ = 6.050
calculated total energy = -197093.57528 eV
charge = +3
spin multiplicity = 5